# C4H8N2O

C4H8N2O in the gas phase (ωB97M-V/def2-TZVPD, the OMol25 dataset).

Structure (XYZ):
```
15
C4H8N2O | the OMol25 dataset | ωB97M-V/def2-TZVPD
C -1.146 -1.114 0.574
C -0.234 -0.027 0.042
C 1.223 -0.446 -0.143
N 2.206 0.388 0.282
O 1.493 -1.474 -0.744
C -0.783 0.857 -1.018
N -0.509 1.389 0.315
H -2.198 -0.854 0.414
H -0.949 -2.040 0.030
H -1.005 -1.310 1.643
H 2.141 1.076 1.017
H 3.112 0.179 -0.103
H -0.152 1.216 -1.826
H -1.813 0.661 -1.311
H -1.385 1.498 0.827
```

Output
* Kohn-Sham gap: 0.39067 Eh
* net charge: 0
* 2S+1: 1
* energy above the lowest of the compared OMol25 structures with the same formula, charge and spin: 32.3 kcal per mole


# C3H8O2

2 unconnected molecules or ions with the total composition C3H8O2 (ωB97M-V/def2-TZVPD, the OMol25 dataset).

Structure (XYZ):
```
13
C3H8O2 | the OMol25 dataset | ωB97M-V/def2-TZVPD
C 0.311 0.516 1.391
C -0.189 -0.467 0.661
C -0.697 -1.816 1.139
O -0.366 -0.329 -0.714
H 0.493 0.464 2.456
H 0.658 1.444 0.966
H -0.701 -1.703 2.235
H 0.114 -2.549 1.055
H -1.607 -2.086 0.617
H -0.352 0.631 -0.802
O 0.938 2.154 -2.684
H 0.025 1.896 -2.842
H 1.373 1.845 -3.479
```

Output
* Kohn-Sham gap: 0.35453 Eh
* net charge: 0
* 2S+1: 1
* energy above the lowest of the compared OMol25 structures with the same formula, charge and spin: 29.7 kcal per mole


# C30H22BrN4O8S2Tc

A molecular structure, C30H22BrN4O8S2Tc (ωB97M-V/def2-TZVPD, the OMol25 dataset).

Structure (XYZ):
```
68
C30H22BrN4O8S2Tc | the OMol25 dataset | ωB97M-V/def2-TZVPD
Tc 1.442 0.752 -0.186
O 1.648 -0.932 -4.454
C 2.239 -2.064 -3.988
C 2.942 -2.847 -4.897
C 3.554 -4.013 -4.475
C 3.484 -4.402 -3.144
C 2.778 -3.621 -2.243
C 2.141 -2.454 -2.648
C 1.282 -1.618 -1.729
O 1.668 -0.269 -1.812
N 1.387 -2.095 -0.333
N 1.169 -1.132 0.600
C 0.903 -1.408 1.828
C 0.764 -0.387 2.842
Br 1.165 1.427 2.293
C 0.417 -0.578 4.122
C -0.046 -1.838 4.709
C 0.353 -2.158 6.009
C -0.071 -3.336 6.598
C -0.923 -4.189 5.909
C -1.353 -3.862 4.632
C -0.918 -2.693 4.031
H 1.477 -0.352 -3.697
H 2.994 -2.521 -5.926
H 4.095 -4.618 -5.190
H 3.972 -5.306 -2.810
H 2.735 -3.925 -1.206
H 0.226 -1.687 -2.041
H 0.883 -2.955 -0.142
H 0.803 -2.440 2.151
H 0.484 0.268 4.797
H 1.005 -1.486 6.551
H 0.255 -3.583 7.598
H -1.268 -5.100 6.378
H -2.044 -4.509 4.110
H -1.298 -2.423 3.055
O 5.168 2.473 -1.062
C 3.922 2.120 -0.880
O 3.587 1.149 -0.197
C 2.892 2.954 -1.540
C 3.063 4.044 -2.375
C 1.917 4.627 -2.914
C 0.662 4.107 -2.623
C 0.578 3.011 -1.778
N 1.675 2.488 -1.251
C -0.685 2.270 -1.370
O -1.774 2.621 -1.726
O -0.437 1.232 -0.586
H 5.761 1.844 -0.618
H 4.051 4.413 -2.603
H 2.010 5.477 -3.574
H -0.247 4.518 -3.041
O -6.771 0.051 -0.644
S -5.535 0.511 -1.184
O -5.302 0.552 -2.590
N -4.282 -0.413 -0.491
C -3.579 0.329 0.282
S -2.290 -0.378 1.189
C -3.949 1.762 0.390
C -3.369 2.768 1.139
C -3.911 4.042 1.047
C -5.005 4.297 0.225
C -5.593 3.282 -0.522
C -5.040 2.025 -0.415
H -2.520 2.560 1.778
H -3.484 4.851 1.623
H -5.409 5.298 0.172
H -6.447 3.471 -1.156
```

Output
* Kohn-Sham gap (alpha / beta): 0.23720 / 0.20197 Eh
* net charge: +1
* 2S+1: 4


# C7H10N2O

A molecular structure, C7H10N2O (ωB97M-V/def2-TZVPD, the OMol25 dataset).

Structure (XYZ):
```
20
C7H10N2O | the OMol25 dataset | ωB97M-V/def2-TZVPD
C -1.017 2.135 -0.902
C -1.627 1.812 -2.117
C -0.410 0.923 -0.583
C 0.224 -0.668 1.805
C 0.473 0.841 2.179
C 0.845 0.316 0.849
C 0.120 -1.206 -1.775
N -1.315 0.546 -2.523
N -0.509 0.092 -1.567
O 2.104 0.302 0.411
H -0.923 2.950 -0.176
H -2.413 2.414 -2.601
H 1.080 -1.176 2.293
H -0.682 -1.200 1.641
H -0.360 1.425 2.386
H 1.307 0.748 2.885
H 0.151 -1.455 -2.862
H 1.202 -0.855 -1.526
H -0.110 -2.045 -1.049
H 2.310 -0.511 -0.026
```

Output
* Kohn-Sham gap: 0.35294 Eh
* net charge: 0
* 2S+1: 1
* energy above the lowest of the compared OMol25 structures with the same formula, charge and spin: 117.9 kcal per mole


# C54H156N8O25

20 unconnected molecules or ions with the total composition C54H156N8O25 (ωB97M-V/def2-TZVPD, the OMol25 dataset).

Structure (XYZ):
```
243
C54H156N8O25 | the OMol25 dataset | ωB97M-V/def2-TZVPD
C -1.092 -7.738 -1.355
O -1.117 -8.076 0.038
H -1.557 -6.762 -1.494
H -0.083 -7.736 -1.766
H -1.748 -8.457 -1.846
H -2.005 -7.891 0.353
C -5.930 -3.302 0.021
O -6.343 -2.004 0.183
H -4.923 -3.349 0.435
H -6.661 -3.916 0.546
H -5.820 -3.540 -1.037
H -6.623 -1.752 -0.699
C 0.189 -2.699 -5.344
O 0.103 -1.471 -4.638
H 0.809 -3.422 -4.814
H -0.802 -3.142 -5.439
H 0.600 -2.523 -6.338
H 0.998 -1.124 -4.650
C -1.057 1.840 -4.392
O -1.766 0.703 -3.937
H -0.899 1.717 -5.463
H -1.675 2.699 -4.129
H -0.071 1.853 -3.928
H -1.307 -0.058 -4.300
C -4.232 -5.396 -6.244
O -2.872 -5.823 -6.449
H -4.428 -5.316 -5.175
H -4.507 -4.450 -6.710
H -4.834 -6.213 -6.643
H -2.488 -5.119 -6.977
C -3.655 1.344 4.500
O -4.366 2.349 5.158
H -4.009 1.409 3.471
H -2.588 1.566 4.516
H -3.748 0.344 4.924
H -4.256 3.215 4.758
C 2.408 -6.770 -0.084
O 3.012 -8.054 -0.152
H 1.493 -6.661 -0.666
H 2.191 -6.473 0.943
H 3.142 -6.084 -0.506
H 3.080 -8.293 -1.080
C -3.057 -5.708 1.033
O -3.424 -7.144 0.974
H -1.973 -5.647 1.120
H -3.422 -5.129 0.184
H -3.571 -5.326 1.915
H -4.344 -7.305 1.198
C 3.041 -0.243 -3.567
O 2.297 0.256 -4.649
H 4.096 -0.161 -3.829
H 2.976 0.308 -2.628
H 2.828 -1.294 -3.373
H 2.722 1.080 -4.898
C 4.953 -3.895 -2.618
O 3.816 -3.339 -2.006
H 5.532 -3.232 -3.259
H 5.612 -4.285 -1.842
H 4.651 -4.772 -3.190
H 4.246 -2.760 -1.373
C 0.471 -7.145 -4.833
O -0.873 -7.446 -4.874
H 0.913 -8.031 -4.377
H 0.950 -6.964 -5.795
H 0.650 -6.278 -4.197
H -1.281 -6.705 -5.327
C 1.221 -3.484 2.521
O 2.007 -3.584 1.343
H 0.296 -4.057 2.453
H 1.772 -3.775 3.415
H 0.832 -2.492 2.751
H 1.531 -3.161 0.625
C 2.391 4.143 0.479
O 2.597 3.171 -0.550
C 1.554 3.026 -1.507
C 1.509 4.177 -2.526
N 2.673 4.224 -3.395
C 2.413 5.186 -4.484
C 1.034 5.099 -5.260
O 0.130 6.126 -4.747
C -1.043 6.218 -5.578
H 2.181 5.137 0.084
H 3.235 4.235 1.162
H 1.524 3.778 1.029
H 0.607 2.887 -0.986
H 1.731 2.082 -2.022
H 1.452 5.077 -1.914
H 0.538 4.138 -3.019
H 3.510 4.494 -2.899
H 3.219 5.036 -5.202
H 2.559 6.206 -4.128
H 0.567 4.115 -5.220
H 1.229 5.294 -6.315
H -1.582 7.116 -5.277
H -1.708 5.398 -5.306
H -0.847 6.175 -6.650
C -1.752 5.749 -1.705
O -1.586 4.311 -1.706
C -2.525 3.617 -0.836
C -2.211 2.094 -1.074
N -2.724 1.363 0.115
C -3.087 0.062 -0.281
C -3.286 -0.796 0.997
O -2.021 -0.948 1.670
C -2.095 -1.618 2.996
H -0.947 6.132 -2.332
H -1.607 6.308 -0.781
H -2.647 6.148 -2.182
H -3.581 3.813 -1.024
H -2.331 3.993 0.169
H -1.201 1.787 -1.344
H -2.885 1.887 -1.905
H -1.897 1.277 0.688
H -2.370 -0.498 -0.881
H -3.990 0.232 -0.867
H -3.525 -1.796 0.635
H -4.052 -0.438 1.684
H -2.348 -2.656 2.778
H -2.870 -1.365 3.718
H -1.139 -1.714 3.510
C 2.567 -0.780 4.983
O 3.059 -0.159 3.793
C 3.759 1.027 4.082
C 2.942 2.311 3.920
N 3.671 3.485 4.492
C 2.919 4.683 4.440
C 3.767 5.815 4.995
O 2.870 6.893 5.102
C 3.531 8.080 5.627
H 1.991 -0.113 5.625
H 3.344 -1.101 5.677
H 1.952 -1.656 4.778
H 4.513 1.105 3.298
H 4.264 1.001 5.048
H 2.042 2.125 4.506
H 2.681 2.506 2.880
H 3.931 3.274 5.444
H 2.025 4.492 5.034
H 2.533 4.875 3.440
H 4.580 6.161 4.357
H 4.180 5.635 5.988
H 2.676 8.753 5.558
H 4.392 8.502 5.108
H 3.758 7.981 6.688
C -2.600 -3.153 -2.833
O -2.114 -3.512 -1.542
C -0.674 -3.714 -1.528
C 0.204 -2.464 -1.458
N 0.291 -1.838 -0.171
C 1.201 -0.681 -0.133
C 0.913 0.176 1.186
O -0.167 1.054 1.153
C -0.494 1.587 2.432
H -3.659 -2.931 -2.701
H -2.659 -4.012 -3.500
H -2.050 -2.329 -3.288
H -0.378 -4.328 -2.379
H -0.438 -4.487 -0.797
H -0.224 -1.782 -2.192
H 1.206 -2.680 -1.828
H -0.589 -1.556 0.236
H 1.100 -0.020 -0.994
H 2.240 -1.005 -0.064
H 1.822 0.758 1.342
H 0.852 -0.508 2.033
H -1.383 2.213 2.354
H 0.232 2.307 2.809
H -0.788 0.856 3.185
C -6.981 7.879 4.416
O -6.105 7.019 3.664
C -6.569 5.692 3.662
C -5.397 4.851 3.009
N -4.154 4.890 3.829
C -2.989 4.698 3.000
C -1.705 4.748 3.835
O -1.567 6.020 4.524
C -0.725 5.882 5.677
H -6.427 8.724 4.825
H -7.335 7.346 5.299
H -7.892 8.222 3.924
H -7.421 5.647 2.983
H -6.945 5.292 4.603
H -5.143 5.218 2.015
H -5.762 3.838 2.836
H -4.182 5.853 4.132
H -2.943 5.491 2.253
H -3.089 3.733 2.503
H -0.805 4.617 3.235
H -1.712 3.903 4.523
H 0.262 5.544 5.361
H -1.132 5.207 6.430
H -0.630 6.826 6.214
C 4.513 0.542 0.260
C 5.670 -0.194 -0.434
C 7.041 0.216 0.138
O 7.243 1.609 -0.078
C 8.510 2.055 0.207
N 5.536 -1.661 -0.368
H 4.878 1.498 0.635
H 4.176 0.015 1.152
H 3.616 0.595 -0.358
H 5.603 0.072 -1.489
H 7.738 -0.401 -0.429
H 7.104 -0.064 1.189
H 8.752 1.788 1.236
H 8.662 3.131 0.127
H 9.205 1.613 -0.507
H 6.409 -2.136 -0.547
H 5.224 -1.904 0.561
C -8.068 -2.417 -4.550
C -6.876 -2.316 -3.594
C -5.685 -1.480 -4.257
O -4.964 -2.155 -5.330
C -3.860 -1.403 -5.907
N -7.307 -1.701 -2.332
H -8.491 -1.424 -4.705
H -8.869 -3.042 -4.155
H -7.744 -2.773 -5.527
H -6.523 -3.310 -3.319
H -5.017 -1.331 -3.409
H -6.053 -0.496 -4.547
H -4.256 -0.441 -6.235
H -3.538 -1.944 -6.796
H -2.959 -1.245 -5.313
H -8.096 -2.264 -2.049
H -7.750 -0.842 -2.624
C 5.558 -4.416 2.069
C 4.890 -3.492 3.083
C 5.765 -3.094 4.332
O 6.045 -4.240 5.177
C 6.632 -3.802 6.396
N 4.489 -2.287 2.332
H 6.349 -3.889 1.536
H 4.854 -4.931 1.415
H 6.028 -5.244 2.599
H 3.951 -3.957 3.383
H 5.247 -2.268 4.821
H 6.672 -2.712 3.863
H 7.502 -3.176 6.196
H 7.017 -4.637 6.982
H 5.905 -3.290 7.025
H 4.408 -1.568 3.037
H 3.594 -2.362 1.870
```

Output
* Kohn-Sham gap: 0.33139 Eh
* net charge: 0
* 2S+1: 1


# C29H52FHgN5O2SSi2

A molecular structure, C29H52FHgN5O2SSi2 (ωB97M-V/def2-TZVPD, the OMol25 dataset).

Structure (XYZ):
```
93
C29H52FHgN5O2SSi2 | the OMol25 dataset | ωB97M-V/def2-TZVPD
Hg 0.406 -0.009 -1.072
C 5.618 -2.451 2.146
O 4.850 -2.430 0.954
C 3.703 -1.691 0.895
O 2.952 -1.833 -0.035
N 3.477 -0.870 1.958
N 2.286 -0.119 2.042
H 6.330 -3.265 2.032
H 4.994 -2.640 3.021
H 6.175 -1.519 2.284
H 4.211 -0.576 2.572
H 2.291 0.597 1.291
H 1.552 -0.756 1.741
C -2.518 2.173 -1.449
Si -1.673 1.896 -3.119
C -0.384 3.252 -3.207
C -3.008 2.280 -4.405
C -0.927 0.217 -3.320
C 0.336 0.085 -4.059
C 0.649 0.862 -5.195
C 1.872 0.722 -5.816
C 2.791 -0.203 -5.328
C 2.405 -0.958 -4.233
N 1.229 -0.832 -3.632
Si -1.926 -1.334 -3.187
C -2.934 -1.507 -4.787
C -0.930 -2.911 -3.040
C -3.203 -1.307 -1.810
H -2.750 3.237 -1.347
H -1.845 1.895 -0.633
H -3.448 1.617 -1.332
H -0.839 4.209 -2.938
H 0.076 3.363 -4.189
H 0.413 3.050 -2.492
H -3.379 3.303 -4.292
H -3.857 1.601 -4.292
H -2.632 2.163 -5.425
H -0.086 1.553 -5.585
H 2.115 1.333 -6.678
H 3.770 -0.325 -5.772
H 3.078 -1.693 -3.799
H -2.272 -1.492 -5.657
H -3.642 -0.682 -4.898
H -3.498 -2.445 -4.809
H -0.216 -2.999 -3.860
H -1.603 -3.774 -3.065
H -0.363 -2.933 -2.108
H -3.760 -0.371 -1.788
H -2.715 -1.463 -0.847
H -3.919 -2.121 -1.950
F 2.671 5.794 -1.657
C 2.420 4.528 -1.215
C 3.096 3.472 -1.785
C 2.808 2.186 -1.331
C 1.882 1.918 -0.313
C 1.232 3.043 0.212
C 1.487 4.345 -0.217
H 3.814 3.658 -2.575
H 3.344 1.363 -1.798
H 0.494 2.919 1.003
H 0.978 5.203 0.206
C -0.785 2.559 5.059
C -2.126 2.475 4.334
C -2.329 1.153 3.597
C -1.412 1.016 2.384
N -1.525 -0.259 1.706
C -1.055 -1.449 2.139
S -1.412 -2.862 1.309
N -0.252 -1.397 3.228
C 0.539 -2.506 3.733
C 0.039 -2.996 5.088
C -1.313 -3.703 5.023
C -1.227 -5.088 4.393
H -0.711 3.476 5.646
H 0.057 2.551 4.365
H -0.664 1.715 5.743
H -2.212 3.303 3.623
H -2.934 2.603 5.059
H -3.363 1.068 3.255
H -2.155 0.318 4.283
H -0.366 1.188 2.657
H -1.652 1.785 1.649
H -2.156 -0.331 0.925
H 0.046 -0.484 3.533
H 1.573 -2.159 3.822
H 0.510 -3.298 2.985
H -0.025 -2.135 5.762
H 0.789 -3.673 5.510
H -2.008 -3.087 4.445
H -1.720 -3.784 6.035
H -0.978 -5.018 3.334
H -2.181 -5.613 4.468
H -0.468 -5.698 4.891
```

Output
* Kohn-Sham gap (alpha / beta): 0.18027 / 0.22296 Eh
* net charge: -1
* 2S+1: 2
* energy above the lowest of the compared OMol25 structures with the same formula, charge and spin: 11.3 kcal per mole


Look up the 2S+1 of the third one. 4